Record 1
ORCA calculation (ωB97M-V/def2-TZVPD) on C3H6N4O in the gas phase.

Last column: natural (NBO) charge in e.
Cartesian coordinates (Å):
1 C 0.0351 1.1116 0.4287  0.312
2 C 0.0570 0.2721 -0.8142  0.620
3 C -0.0487 -2.1482 0.1285  0.299
4 H 0.3740 3.0637 0.7624  0.391
5 H 0.2676 2.6302 -0.8960  0.409
6 H -0.4773 -0.2145 1.8027  0.396
7 H 0.3525 -1.4912 -1.7548  0.421
8 H 0.1444 -3.1294 -0.3390  0.168
9 H -0.5841 -2.9297 1.8060  0.368
10 N 0.4360 2.3934 0.0671  -0.806
11 N -0.2605 0.7745 1.6087  -0.668
12 N 0.0514 -1.1100 -0.8172  -0.631
13 N -0.3714 -2.0077 1.3650  -0.698
14 O 0.0843 0.7883 -1.9256  -0.581

Cartesian forces (eV/Å) of the 6 atoms listed first:
C 0.15 0.61 0.25
C -0.29 -0.21 -1.71
C -0.48 0.37 1.03
H -0.26 1.42 1.31
H 0.11 0.18 0.05
H 0.23 0.49 -0.65

Output
- net charge = 0
- energy relative to the best compared isomer or geometry (same formula, charge and spin) (kcal/mol) = 19.90
- SMILES string = [H]/N=C/NC(=O)/C(N)=N\[H]

***

Record 2
ORCA calculation (ωB97M-V/def2-TZVPD) on a molecular structure, C3H6N4O.

Last column: natural (NBO) charge in e.
Cartesian coordinates (Å):
1 N 0.6875 0.2614 -1.4388  -0.589
2 C -0.2028 0.7440 -0.3244  0.205
3 C 0.8015 -0.4907 -0.2327  0.389
4 C -1.1435 -0.3933 -0.0805  0.432
5 N 1.9250 -0.5156 0.5876  -0.850
6 N -2.4580 -0.3269 0.1609  -0.782
7 O -0.0459 1.9187 0.3584  -0.688
8 N -0.3460 -1.4216 -0.1263  -0.547
9 H 0.7455 1.8674 0.9231  0.485
10 H 1.4567 0.9205 -1.5433  0.365
11 H 1.7582 -1.0377 1.4394  0.390
12 H 2.7493 -0.8717 0.1180  0.381
13 H -2.9826 -1.1857 0.1907  0.404
14 H -2.9449 0.5313 -0.0321  0.405

Cartesian forces (eV/Å) of the 6 atoms listed first:
N 0.08 0.22 -0.83
C 2.13 -1.88 0.74
C -1.72 1.73 0.24
C 0.25 -0.22 0.13
N 0.38 0.12 0.01
N -0.29 -0.10 -0.08

Output
- net charge = 0
- energy relative to the best compared isomer or geometry (same formula, charge and spin) (kcal/mol) = 82.02

***

Record 3
ORCA calculation (ωB97M-V/def2-TZVPD) on C3H6N4O in the gas phase.

Last column: natural (NBO) charge in e.
Cartesian coordinates (Å):
1 C 0.2908 -0.2336 0.9729  0.198
2 C -0.0861 1.0820 1.2229  -0.115
3 C -0.2556 0.8858 -0.8206  0.478
4 H 0.7584 -2.2055 1.7483  0.391
5 H -0.0038 -1.0586 2.8292  0.393
6 H -0.1608 1.5219 2.1892  0.192
7 H -0.1620 0.1860 -2.6484  0.391
8 H -0.1213 1.9550 -2.4985  0.397
9 H -0.2448 -2.0246 -1.2513  0.481
10 N 0.2790 -1.2560 1.9192  -0.854
11 N -0.3033 1.7724 0.1123  -0.493
12 N -0.4518 1.0932 -2.1713  -0.819
13 N 0.0156 -0.3727 -0.3622  -0.111
14 O 0.4457 -1.3452 -1.2413  -0.530

Cartesian forces (eV/Å) of the 6 atoms listed first:
C -1.26 0.82 2.32
C 1.99 -2.08 1.82
C -0.24 0.57 -1.59
H -0.98 2.66 0.48
H -0.35 0.32 1.31
H 0.05 0.23 0.54

Output
- net charge = 0
- energy relative to the best compared isomer or geometry (same formula, charge and spin) (kcal/mol) = 68.51
- SMILES string = Nc1cnc(N)n1O

***

Record 4
ORCA calculation (ωB97M-V/def2-TZVPD) on C3H6N4O in the gas phase.

Last column: natural (NBO) charge in e.
Cartesian coordinates (Å):
1 C 0.3930 -0.0107 1.5186  -0.443
2 C -0.8741 -0.2466 -1.7516  0.251
3 C 0.1079 1.2623 -0.6772  0.491
4 H 1.1814 0.6984 1.9535  0.229
5 H 0.9069 -0.9814 1.8674  0.222
6 H -0.5264 0.1062 2.0885  0.202
7 H -0.5654 -2.6087 0.1812  0.480
8 H -1.2127 -0.8344 -2.6500  0.222
9 H 0.9878 2.1179 0.6237  0.316
10 N 0.2104 0.0702 0.0861  -0.322
11 N -0.6229 -0.8309 -0.4527  -0.034
12 N -0.5504 1.0069 -1.8779  -0.419
13 N 0.6086 2.3711 -0.3660  -0.641
14 O -0.0442 -2.1203 -0.5438  -0.552

Cartesian forces (eV/Å) of the 6 atoms listed first:
C 2.05 -0.42 1.62
C 0.09 0.30 -1.20
C 0.61 0.20 0.47
H -1.30 -0.44 -1.14
H -1.08 1.01 -1.07
H -0.19 0.10 -0.05

Output
- net charge = 0
- energy relative to the best compared isomer or geometry (same formula, charge and spin) (kcal/mol) = 98.10
- SMILES string = [H]/N=c1/ncn(O)n1C

***

Record 5
ORCA calculation (ωB97M-V/def2-TZVPD) on C3H6N4S in the gas phase.

Last column: natural (NBO) charge in e.
Cartesian coordinates (Å):
1 C -1.1226 0.4142 -0.2718  -0.202
2 C -1.2248 -0.8635 0.7444  -0.566
3 C 0.9780 -0.7114 -0.6737  -0.111
4 N 2.2380 -0.3410 0.2383  -0.210
5 N 2.2018 0.9042 0.3957  0.030
6 N 1.0098 1.4276 0.0614  -0.299
7 N 0.2169 0.5313 -0.6584  -0.313
8 S 0.0826 -2.0092 0.2068  0.189
9 H -1.7282 0.1855 -1.0481  0.199
10 H -1.4990 1.3598 0.1969  0.213
11 H -1.0759 -0.6116 1.8098  0.217
12 H -2.1881 -1.4376 0.6262  0.230
13 H 1.2439 -1.2480 -1.6822  0.223
14 H 0.8676 2.3997 0.0548  0.399

Cartesian forces (eV/Å) of the 6 atoms listed first:
C -0.06 -0.69 4.78
C -0.75 0.21 -0.19
C 1.50 -0.61 0.72
N -0.66 1.01 -2.79
N -1.13 -0.81 1.10
N 1.17 -1.28 0.71

Output
- net charge = 0
- energy relative to the best compared isomer or geometry (same formula, charge and spin) (kcal/mol) = 92.50
- SMILES string = C1CN2NN=N[C@H]2S1

***

Record 6
ORCA calculation (ωB97M-V/def2-TZVPD) on a molecular structure, C3H6N6.

Last column: natural (NBO) charge in e.
Cartesian coordinates (Å):
1 C 0.0702 0.4568 -0.0802  0.287
2 C -1.3743 -1.2444 0.2462  0.291
3 C 0.7698 -1.0029 -0.1888  0.338
4 H 2.6468 0.6929 0.4191  0.298
5 H 2.0128 2.6435 0.8389  0.386
6 H -2.8899 0.7587 0.7013  0.363
7 H -2.6522 1.0184 -1.0303  0.377
8 H -2.4638 -1.6480 0.2908  0.204
9 H 2.8092 -0.9904 -0.2973  0.341
10 N 1.9217 1.7403 0.0913  -0.596
11 N 0.6060 1.5341 0.0729  -0.245
12 N -1.2896 0.1518 -0.2733  -0.337
13 N -2.3544 1.1614 -0.1109  -0.620
14 N -0.2577 -1.7637 0.4145  -0.496
15 N 1.9087 -1.6428 -0.3069  -0.589

Cartesian forces (eV/Å) of the 6 atoms listed first:
C 0.75 -4.37 -2.03
C -2.82 3.30 -1.61
C 1.00 0.29 2.82
H -2.84 4.10 -0.70
H 0.42 -3.60 -2.53
H -0.16 0.91 -1.71

Output
- net charge = 0
- energy relative to the best compared isomer or geometry (same formula, charge and spin) (kcal/mol) = 187.70

***

Record 7
ORCA calculation (ωB97M-V/def2-TZVPD) on a molecular structure, C3H6NO.

Last column: natural (NBO) charge in e.
Cartesian coordinates (Å):
1 C -0.1005 0.1374 -0.0663  0.528
2 C 0.7642 0.5498 -1.1047  -0.802
3 C 0.2516 -0.7161 0.9960  -0.833
4 N -1.9165 0.7147 -0.1778  0.304
5 O -2.6337 0.1285 0.4912  -0.094
6 H 0.6455 1.6635 -1.3113  0.331
7 H 1.7218 0.1074 -0.9435  0.261
8 H 0.4135 0.1173 -1.9749  0.327
9 H 1.2139 -1.1924 0.7698  0.282
10 H -0.7322 -1.4410 1.3764  0.329
11 H 0.3723 -0.0691 1.9450  0.368

Cartesian forces (eV/Å) of the 6 atoms listed first:
C -2.25 0.14 0.62
C 0.16 1.97 1.46
C -2.10 -1.27 2.07
N 0.10 -0.31 0.29
O 1.32 0.27 -0.50
H 0.47 -1.16 0.29

Output
- net charge = +1
- energy relative to the best compared isomer or geometry (same formula, charge and spin) (kcal/mol) = 116.59

***

Record 8
ORCA calculation (ωB97M-V/def2-TZVPD) on a gas-phase ion, C3H6NO (charge +1).

Last column: natural (NBO) charge in e.
Cartesian coordinates (Å):
1 C 1.2107 -0.3144 -0.5308  -0.427
2 C 0.1206 -1.3529 -0.1689  0.064
3 C -0.1707 0.0445 -0.1580  0.262
4 N -0.8724 1.1342 0.6665  -0.749
5 O -0.8371 -0.8709 -1.0405  -0.230
6 H 2.1183 -0.2406 0.1396  0.279
7 H 1.5005 -0.3293 -1.5797  0.280
8 H -0.0647 -2.2246 0.3578  0.257
9 H -1.3899 1.7088 -0.1275  0.366
10 H -0.0604 1.5638 1.0757  0.435
11 H -1.5548 0.8816 1.3657  0.465

Cartesian forces (eV/Å) of the 6 atoms listed first:
C 1.38 0.78 2.71
C 2.08 -5.87 -3.37
C 0.27 6.63 1.58
N 0.27 -1.35 -5.08
O -2.44 0.40 1.48
H -1.56 -0.17 -0.38

Output
- spin multiplicity = 3
- net charge = +1
- energy relative to the best compared isomer or geometry (same formula, charge and spin) (kcal/mol) = 106.74
- <S²> = 2.01

***

Record 9
ORCA calculation (ωB97M-V/def2-TZVPD) on a gas-phase ion, C3H6NO2 (charge -1).

Last column: natural (NBO) charge in e.
Cartesian coordinates (Å):
1 C -0.7206 1.3514 1.5368  -0.413
2 N 0.4459 0.4847 1.3401  -0.651
3 C 0.0245 -0.6823 0.5872  -0.382
4 C 0.1055 -0.4926 -1.0201  0.767
5 O -0.2377 -1.5535 -1.5781  -0.788
6 O 0.5996 0.5790 -1.4070  -0.788
7 H -1.5899 1.2713 0.8423  0.166
8 H -0.3808 2.3660 1.6714  0.182
9 H -1.2673 0.9617 2.4018  0.162
10 H 1.0297 0.9990 0.6593  0.377
11 H -0.9694 -1.0851 0.8002  0.182
12 H 0.6469 -1.5647 0.7467  0.186

Cartesian forces (eV/Å) of the 6 atoms listed first:
C -0.85 -1.06 0.63
N -0.58 0.55 -0.73
C 0.32 -0.60 -1.44
C 0.17 -1.03 2.07
O -0.09 0.51 -0.90
O -0.14 0.12 -0.53

Output
- net charge = -1
- energy relative to the best compared isomer or geometry (same formula, charge and spin) (kcal/mol) = 19.25
- SMILES string = CNCC(=O)[O-]

***

Record 10
ORCA calculation (ωB97M-V/def2-TZVPD) on 2 unconnected molecules or ions with the total composition C3H6NO2.

Last column: natural (NBO) charge in e.
Cartesian coordinates (Å):
1 C 1.7239 -1.0423 0.5755  0.044
2 N 2.9971 -1.0642 0.8138  -0.765
3 H 1.2516 -0.0633 0.6345  0.221
4 H 1.1302 -1.8643 0.2022  0.143
5 H 3.4793 -1.4692 -0.0163  0.330
6 O -0.0379 1.2074 -0.4768  -0.799
7 C -1.0381 0.4710 -0.2275  0.768
8 O -1.0390 -0.6953 0.2871  -0.799
9 C -2.3868 1.0818 -0.7311  -0.729
10 H -3.2289 0.4283 -0.5107  0.191
11 H -2.5106 2.0376 -0.3550  0.198
12 H -2.2799 1.2205 -1.8357  0.198

Cartesian forces (eV/Å) of the 6 atoms listed first:
C 1.63 0.82 0.33
N -0.14 1.35 -2.14
H -0.86 -0.41 1.30
H -0.07 -0.12 -0.91
H -0.13 -1.66 1.55
O -0.54 -0.54 0.42

Output
- net charge = -1
- energy relative to the best compared isomer or geometry (same formula, charge and spin) (kcal/mol) = 52.69

***

Record 11
ORCA calculation (ωB97M-V/def2-TZVPD) on 2 unconnected molecules or ions with the total composition C3H6NO2.

Last column: natural (NBO) charge in e.
Cartesian coordinates (Å):
1 O 2.1477 1.1079 1.6945  -0.570
2 C 1.0751 1.2148 2.2456  0.565
3 O -0.0409 0.6719 1.9651  -0.252
4 H 0.9368 1.9189 3.1121  0.176
5 C -1.4234 -0.7055 -1.5657  -0.439
6 C 0.6560 -0.6055 -0.5477  0.006
7 N -0.4369 -1.2500 -0.6176  -0.409
8 H -2.2317 -1.4372 -1.6647  0.202
9 H -1.0704 -0.5086 -2.5829  0.180
10 H -1.8361 0.1730 -1.0755  0.210
11 H 0.9854 -0.2805 0.4661  0.181
12 H 1.2385 -0.2993 -1.4294  0.151

Cartesian forces (eV/Å) of the 6 atoms listed first:
O -0.18 0.13 0.45
C 1.22 0.43 -0.48
O -0.65 -0.17 0.24
H -0.24 -0.25 -0.05
C -0.22 -1.99 -0.66
C -0.84 -0.98 0.09

Output
- spin multiplicity = 2
- net charge = 0
- energy relative to the best compared isomer or geometry (same formula, charge and spin) (kcal/mol) = 69.27
- <S²> = 0.76

***

Record 12
ORCA calculation (ωB97M-V/def2-TZVPD) on a gas-phase ion, C3H6NO2 (charge +1).

Last column: natural (NBO) charge in e.
Cartesian coordinates (Å):
1 C -1.5487 -0.1402 0.0995  0.834
2 C 0.0293 -1.1908 0.1906  -0.384
3 C 0.2954 1.2710 0.0634  0.082
4 N 0.8449 -0.1286 -0.2970  -0.505
5 O -2.6193 -0.6333 -0.0450  -0.442
6 O -1.0805 1.0488 0.0683  -0.453
7 H 0.2249 -1.5068 1.1813  0.248
8 H 0.0523 -1.9632 -0.5833  0.250
9 H 0.6087 1.5724 1.0865  0.229
10 H 0.5616 2.1376 -0.6024  0.262
11 H 1.7354 -0.2139 0.0941  0.441
12 H 0.8961 -0.2528 -1.2560  0.440

Cartesian forces (eV/Å) of the 6 atoms listed first:
C 0.62 -5.97 -0.45
C -4.17 1.14 -1.18
C -0.22 0.21 0.86
N 0.35 2.12 1.66
O 1.45 1.62 0.57
O -0.36 2.94 -0.32

Output
- net charge = +1
- energy relative to the best compared isomer or geometry (same formula, charge and spin) (kcal/mol) = 39.68
- SMILES string = O=C1C[NH2+]CO1